ORCA calculation (wB97M-V/def2-TZVPD) on a structure of composition C13H34BCuN2O7.

## Properties
LUMO level ... 4.4462 eV
Multiplicity ... 1
ΔE to the lowest compared entry with this formula, charge and spin ... 1.073 eV
Net charge ... -2
Gap between HOMO and LUMO ... 2.81 eV
E ... -2816.96975 a.u.

Structure (XYZ):
```
58
Properties=species:S:1:pos:R:3:forces:R:3:mulliken_charge:R:1
Cu 6.387 3.184 -7.241 0.83 -1.73 1.15 1.171
C 6.250 -0.024 -6.153 3.39 -1.57 5.30 0.325
O 6.178 1.265 -5.871 -1.77 1.65 -2.21 -0.588
O 5.361 -0.853 -5.728 -1.88 0.64 -1.73 -0.809
O 7.469 -0.494 -6.193 -0.33 0.22 -2.40 -0.821
B 9.072 3.151 -5.639 0.24 0.44 0.03 0.784
H 9.465 3.360 -4.554 0.55 0.11 1.21 -0.312
H 9.340 2.096 -6.052 0.14 -1.24 -0.12 -0.254
H 7.910 3.350 -5.617 -1.18 0.20 -0.34 -0.620
H 9.620 3.911 -6.367 0.58 1.26 -0.79 -0.367
C 6.285 -0.023 -11.313 0.38 -0.25 1.20 -0.972
O 6.829 0.760 -10.268 0.24 -0.48 0.04 -0.170
C 8.149 1.226 -10.561 -0.53 1.36 0.07 -0.597
C 8.991 1.515 -9.299 -1.82 -0.56 -0.13 -0.711
N 8.471 2.664 -8.558 -1.06 0.49 -1.21 0.459
C 8.732 3.872 -9.319 1.71 1.83 1.15 -0.765
C 8.157 5.202 -8.792 -0.09 -0.88 -0.43 -0.828
O 6.741 5.051 -8.832 -0.25 1.19 0.69 0.042
C 6.076 5.329 -10.047 -0.48 -1.01 0.80 -0.843
H 6.670 -1.038 -11.164 0.00 -0.16 -0.51 0.359
H 6.535 0.356 -12.309 -0.07 0.07 -0.08 0.359
H 5.209 -0.070 -11.152 -0.05 0.16 -0.17 0.202
H 7.871 2.156 -11.075 0.96 0.12 -0.47 0.285
H 8.717 0.574 -11.232 -0.19 -0.26 0.01 0.379
H 10.045 1.661 -9.566 0.12 -0.17 -0.15 0.486
H 8.821 0.591 -8.740 0.45 0.24 0.71 0.331
H 8.909 2.764 -7.637 -0.02 -0.34 0.11 -0.708
H 8.436 3.946 -10.366 0.07 -1.07 -0.08 0.483
H 9.821 4.057 -9.240 0.19 0.01 -0.70 0.282
H 8.495 6.025 -9.435 -0.15 -0.10 -0.34 0.411
H 8.515 5.490 -7.803 -0.50 -0.53 0.33 0.354
H 5.070 4.950 -9.855 -0.05 -0.06 -0.24 0.139
H 6.501 4.714 -10.844 0.03 0.38 -0.34 0.317
H 5.955 6.390 -10.284 0.59 0.11 -0.07 0.266
C 3.850 1.816 -7.856 0.26 -0.25 -0.06 -0.817
O 4.207 3.204 -7.971 0.05 0.20 -0.46 -0.177
C 3.499 4.105 -7.159 -1.25 -0.62 0.50 -0.913
C 4.464 5.064 -6.489 -0.40 -0.09 0.26 -0.315
N 5.188 4.362 -5.433 -0.08 0.16 -0.42 0.095
C 5.721 5.211 -4.387 -0.01 -0.96 0.38 -1.105
C 6.893 6.037 -4.841 1.36 0.43 -0.42 0.461
O 7.008 7.185 -3.994 -0.45 0.60 -0.95 -0.460
C 7.773 8.193 -4.613 0.74 0.16 1.57 -0.762
H 4.547 1.251 -8.473 0.15 0.18 0.02 -0.035
H 2.849 1.630 -8.263 -0.21 0.19 0.28 0.262
H 4.035 1.474 -6.832 -0.19 -0.14 0.03 0.555
H 2.864 3.566 -6.436 0.84 -0.37 0.63 0.465
H 2.619 4.547 -7.655 0.70 0.75 -0.88 0.477
H 3.930 5.941 -6.087 -0.19 0.07 -0.07 0.454
H 5.185 5.402 -7.235 -0.15 0.23 -0.05 -0.055
H 4.602 3.650 -5.015 0.24 -0.31 -0.14 0.120
H 6.012 4.543 -3.574 0.28 0.00 -0.09 0.283
H 4.930 5.836 -3.942 0.12 0.51 -0.25 0.404
H 6.850 6.317 -5.905 -0.83 0.38 0.05 -0.115
H 7.890 5.582 -4.863 -0.40 -0.93 0.51 0.243
H 7.730 9.035 -3.917 -0.30 0.30 -0.32 0.285
H 7.489 8.488 -5.625 -0.37 -0.19 -0.02 0.277
H 8.844 7.951 -4.599 0.02 -0.38 -0.40 0.305
```
Positions in Å, forces in eV/Å.

ORCA calculation (wB97M-V/def2-TZVPD) on a structure of composition C13H34BNNbO4.

## Properties
LUMO level ... 2.5309 eV
Multiplicity ... 1
ΔE to the lowest compared entry with this formula, charge and spin ... 2.767 eV
Net charge ... -1
Gap between HOMO and LUMO ... 6.53 eV
E ... -952.99169 a.u.

Structure (XYZ):
```
54
Properties=species:S:1:pos:R:3:forces:R:3:mulliken_charge:R:1
C -3.457 -1.904 0.000 0.91 0.45 0.07 -1.074
C -3.125 -0.383 -0.338 -0.68 -0.95 0.05 -0.364
B -1.774 -0.399 -1.206 -0.86 0.77 -2.16 0.816
O -1.969 -0.578 -2.623 -1.27 0.27 1.54 -0.813
Nb 0.381 -0.166 -0.405 1.99 1.18 3.19 -0.991
C -0.091 2.094 -0.223 -0.51 -0.73 -0.79 -0.586
C -0.098 2.861 -1.590 -0.34 1.05 1.10 -0.632
C -1.456 3.602 -1.879 1.57 0.29 -0.92 -0.627
O -2.042 4.141 -0.708 -0.58 -0.65 -0.61 -0.355
C -3.283 3.544 -0.381 -0.18 0.10 1.17 -0.567
C 2.562 0.329 0.122 0.93 -0.21 -2.45 -0.832
C 3.528 -0.103 -1.091 -0.25 -0.07 0.83 -0.550
C 3.671 -1.662 -1.266 1.29 1.11 0.12 -0.459
O 3.594 -2.074 -2.630 -0.30 -0.72 0.58 -0.441
C 2.368 -2.714 -2.947 -0.46 0.15 -0.91 -0.535
C -0.301 -0.384 1.755 0.14 -0.48 0.39 -0.338
C 0.559 -1.353 2.639 -1.65 0.65 0.90 0.384
O -0.051 -2.652 2.718 0.83 -0.29 -0.43 -0.600
C 0.557 -0.776 4.107 0.58 -0.54 -0.94 -0.845
N 1.422 -1.496 5.037 -0.32 0.86 0.46 -0.587
H -3.665 -2.031 1.078 -0.22 -0.03 -0.55 0.265
H -4.257 -2.313 -0.632 0.19 0.17 0.33 0.301
H -2.539 -2.494 -0.193 -0.48 -0.01 0.12 0.254
H -3.994 0.040 -0.891 0.57 -0.12 0.13 0.338
H -3.057 0.170 0.613 0.20 -0.11 -0.39 0.281
H -1.397 0.037 -3.072 0.93 -0.26 -0.25 0.233
H 0.673 -1.952 -0.570 -0.60 -0.66 -0.17 0.041
H 0.866 0.014 -2.179 -0.36 -0.15 -0.31 -0.117
H -1.046 2.156 0.333 0.35 0.34 -0.36 0.221
H 0.696 2.516 0.428 -0.33 -0.29 -0.10 0.581
H 0.651 3.679 -1.498 -0.25 -0.43 -0.13 0.426
H 0.230 2.259 -2.453 -0.39 0.14 0.26 0.216
H -2.134 2.979 -2.488 -0.05 0.09 0.58 0.307
H -1.183 4.470 -2.518 -0.30 -0.40 0.15 0.344
H -4.092 4.297 -0.446 0.20 -0.36 -0.23 0.259
H -3.243 3.222 0.681 -0.02 0.10 -0.47 0.208
H -3.524 2.644 -0.969 0.14 0.41 0.00 0.208
H 2.680 1.427 0.180 0.06 -0.46 0.56 0.289
H 2.955 -0.219 1.001 -0.38 0.52 0.01 0.370
H 4.538 0.306 -0.886 -0.27 -0.20 -0.19 0.343
H 3.188 0.356 -2.034 0.06 -0.36 0.36 0.328
H 3.016 -2.231 -0.588 -0.15 0.20 -0.47 0.308
H 4.715 -1.890 -0.954 -0.51 -0.10 -0.12 0.309
H 1.627 -1.942 -3.225 0.01 -0.44 0.34 0.167
H 1.968 -3.348 -2.140 0.20 0.37 -0.06 0.255
H 2.496 -3.367 -3.835 0.29 0.36 0.39 0.267
H -1.360 -0.683 1.897 0.40 0.10 -0.06 0.067
H -0.214 0.632 2.210 -0.04 -0.36 -0.47 0.281
H 1.577 -1.534 2.269 -0.23 0.14 0.16 0.046
H -0.861 -2.573 3.219 -0.35 0.20 0.04 0.396
H -0.487 -0.865 4.466 0.41 0.26 -0.13 0.381
H 0.825 0.294 4.055 -0.04 -0.41 0.22 0.324
H 2.352 -1.634 4.675 -0.02 -0.25 -0.09 0.238
H 1.007 -2.347 5.373 0.18 -0.25 -0.27 0.260
```
Positions in Å, forces in eV/Å.

ORCA calculation (wB97M-V/def2-TZVPD) on a structure of composition C13H34BaF3N3O12S.

## Properties
LUMO level ... -2.9787 eV
Multiplicity ... 1
ΔE to the lowest compared entry with this formula, charge and spin ... 9.192 eV
Gap between HOMO and LUMO ... 4.33 eV
E ... -2305.78350 a.u.

Structure (XYZ):
```
67
Properties=species:S:1:pos:R:3:forces:R:3:mulliken_charge:R:1
Ba -1.761 -1.108 0.332 -0.13 0.69 0.05 1.815
N -6.867 1.136 0.319 -2.20 0.46 -2.25 1.037
O -5.856 0.680 0.753 5.27 -1.32 2.80 -0.696
O -7.229 2.274 0.486 -0.13 2.84 1.32 -0.646
O -7.525 0.425 -0.408 -2.16 -2.30 -2.08 -0.664
C 2.807 -1.495 6.135 0.26 -0.92 -1.80 0.579
F 2.022 -0.503 6.441 -0.27 1.44 1.12 -0.209
F 3.870 -0.962 5.402 -1.07 -0.96 1.29 -0.238
F 3.244 -2.137 7.239 0.10 0.93 -0.98 -0.200
S 1.711 -2.644 5.126 -1.78 -0.97 -0.75 1.019
O 0.978 -1.823 4.069 1.59 -1.08 2.05 -0.617
O 2.623 -3.633 4.612 0.64 0.30 -0.83 -0.663
O 0.852 -3.232 6.157 0.17 1.37 -0.65 -0.659
C -1.234 5.235 0.429 -0.42 0.89 1.01 -1.437
C -1.164 3.915 1.133 -0.88 0.13 1.66 0.069
C -2.077 3.816 2.422 1.03 -0.85 -0.85 -0.825
O -1.912 2.532 3.048 -0.14 0.88 -0.20 -0.256
C -2.641 2.524 4.280 -0.67 -0.51 -0.83 -0.790
N -1.541 2.966 0.090 0.67 -1.79 0.77 -0.436
H -0.917 6.048 1.083 0.30 0.19 -0.27 0.365
H -2.279 5.429 0.189 0.00 0.14 -0.39 0.389
H -0.626 5.133 -0.470 -0.03 0.64 0.01 0.442
H -0.130 3.774 1.448 0.01 -0.53 0.02 0.307
H -3.125 3.950 2.154 -0.23 0.05 -0.17 0.418
H -1.825 4.560 3.177 0.23 0.42 -0.27 0.386
H -2.177 3.073 5.100 0.51 -0.33 -0.02 0.302
H -2.846 1.467 4.452 0.29 0.17 0.69 0.242
H -3.616 2.990 4.140 -0.21 0.06 -0.16 0.359
H -2.493 3.156 -0.188 -0.08 0.16 -0.36 0.298
H -0.879 3.239 -0.623 -0.51 -0.50 -0.81 0.242
C 4.084 0.406 0.554 0.36 0.82 0.04 -1.343
C 3.690 0.819 -0.842 -0.58 -1.69 -0.50 0.326
C 4.922 0.628 -1.747 -0.20 0.77 -0.56 -0.761
O 5.955 1.498 -1.401 0.54 1.51 0.46 -0.373
C 5.549 2.864 -1.546 0.39 0.60 -0.30 -0.796
N 2.615 -0.071 -1.318 -0.71 -0.01 -0.36 -0.677
H 4.807 1.180 0.814 0.34 -0.38 0.62 0.333
H 4.557 -0.575 0.533 0.03 0.04 0.20 0.303
H 3.279 0.427 1.289 -0.08 -0.05 -0.21 0.420
H 3.268 1.824 -0.819 0.27 0.05 -0.28 0.373
H 4.806 0.790 -2.818 -1.13 0.15 -0.32 0.465
H 5.275 -0.404 -1.732 0.16 -0.07 0.71 0.367
H 6.397 3.548 -1.590 0.46 -0.54 0.41 0.310
H 4.881 3.264 -0.783 0.06 -0.45 0.49 0.270
H 5.047 3.123 -2.478 -0.27 -0.77 -0.50 0.339
H 3.000 -0.970 -1.569 0.22 -0.46 0.39 0.193
H 2.283 0.243 -2.218 -0.15 0.41 -0.23 0.287
C -4.744 -2.700 -3.524 0.41 2.75 -1.73 -0.281
C -4.332 -1.253 -3.993 -0.61 0.35 -0.18 -0.621
O -3.082 -0.733 -3.496 0.34 -0.83 0.12 -0.494
O -4.969 -2.612 -2.182 0.52 -0.60 2.53 -0.494
H -3.985 -3.446 -3.760 -0.19 -0.03 0.07 0.304
H -5.706 -2.866 -4.007 0.18 -0.50 -0.61 0.268
H -5.053 -0.525 -3.619 -0.74 -0.42 0.41 0.379
H -4.424 -1.056 -5.062 0.45 -0.72 -0.36 0.353
H -2.987 0.106 -3.952 0.25 0.11 0.08 0.309
H -5.543 -1.858 -2.024 -0.38 0.10 0.30 0.301
C 1.905 -5.569 -2.479 -0.77 -0.47 -0.81 -0.321
C 0.467 -5.133 -2.966 1.99 -1.11 0.72 -0.534
O -0.170 -4.536 -1.848 -0.63 0.64 -0.17 -0.471
O 2.738 -4.462 -2.579 0.32 1.42 -0.36 -0.495
H 2.268 -6.393 -3.093 0.00 -0.15 -0.21 0.325
H 1.914 -5.911 -1.444 -0.52 -0.22 0.18 0.293
H -0.121 -5.994 -3.286 0.11 -0.17 -0.09 0.294
H 0.612 -4.492 -3.836 -0.30 0.47 0.42 0.325
H -0.261 -5.292 -1.263 -0.20 0.18 0.43 0.294
H 3.670 -4.651 -2.445 -0.11 -0.37 0.10 0.294
```
Positions in Å, forces in eV/Å.